Entry 1:
A molecular structure, C55H43Cl5IrN5OSTe2 in a non-equilibrium geometry. Source: OMol25; level of theory: wB97M-V/def2-TZVPD.

E in a.u.: -5809.74858
Energy relative to the best compared isomer or geometry (same formula, charge and spin) in kcal per mole: 0.00
Net charge: +2
Gap between HOMO and LUMO in Eh: 0.16133

Last column: Löwdin charge in e.
Positions of all 113 atoms, in Å:
Ir1 0.34690 0.35476 0.22526  0.966
S1 1.58651 -1.24290 7.38203  1.097
N1 0.75801 -0.02379 6.73824  -0.192
C1 0.90714 -0.11343 5.42905  -0.300
C2 0.33619 0.79512 4.46107  -0.060
C3 -0.42643 1.92005 4.79209  0.058
C4 -0.87066 2.73609 3.77618  -0.002
C5 -0.57041 2.41324 2.45715  -0.129
N2 0.10796 1.32395 2.11849  -0.046
C6 0.58015 0.52713 3.11426  -0.130
C7 1.39333 -0.61837 2.70584  -0.139
N3 1.57401 -0.79373 1.36918  -0.067
C8 2.35012 -1.78013 0.92765  -0.081
C9 2.99612 -2.64210 1.80835  0.008
C10 2.81381 -2.49860 3.16615  0.040
C11 1.99511 -1.46606 3.63558  -0.069
C12 1.71823 -1.20781 5.03024  -0.304
N4 2.16465 -1.92493 6.04505  -0.190
H1 -0.63339 2.13983 5.83139  0.137
H2 -1.43825 3.63304 3.98052  0.130
H3 -0.85962 3.07052 1.65023  0.107
H4 2.40959 -1.88710 -0.14634  0.110
H5 3.61944 -3.42898 1.40828  0.130
H6 3.28761 -3.16638 3.87446  0.138
Cl1 -0.64735 2.27068 -3.21427  0.826
C13 -1.45385 2.10030 -1.72872  -0.633
C14 -1.44255 0.80368 -1.11540  -0.478
C15 -2.23652 0.63666 0.06309  -0.609
Cl2 -2.16525 -0.89473 0.81849  0.868
C16 -2.95236 1.68441 0.61598  -0.715
Cl3 -3.85075 1.44579 2.05055  0.783
C17 -2.91817 2.93613 -0.00840  -0.678
Cl4 -3.77047 4.23848 0.68788  0.792
C18 -2.15372 3.15459 -1.16861  -0.697
Cl5 -2.18245 4.68146 -1.93762  0.771
C19 -1.79653 -9.23430 5.10284  -0.040
C20 -1.71378 -8.09630 4.12957  -0.253
C21 -2.56822 -8.01669 3.03901  -0.002
C22 -2.51360 -6.96494 2.12846  -0.293
C23 -3.48909 -6.96675 0.98492  -0.066
C24 -1.57251 -5.94779 2.34023  -0.425
Te1 -1.56554 -4.27416 1.04411  1.388
N5 0.47048 -1.07008 -1.12929  -0.049
C25 -0.47845 -1.17211 -1.95180  -0.445
O1 -1.47774 -0.24740 -2.02980  -0.024
C26 -0.66501 -2.29026 -2.89301  -0.161
C27 -0.00173 -3.49137 -2.64826  -0.043
C28 -0.16751 -4.55786 -3.51277  -0.057
C29 -0.97919 -4.42312 -4.63179  -0.056
C30 -1.63174 -3.22448 -4.88313  -0.057
C31 -1.48558 -2.15863 -4.01092  -0.015
C32 -3.58764 -3.69175 1.33865  -0.480
C33 -4.04320 -3.39898 2.63640  -0.309
C34 -3.16921 -3.48483 3.85595  -0.069
C35 -5.36901 -3.01692 2.80963  -0.010
C36 -6.24954 -2.90085 1.74176  -0.258
C37 -7.68269 -2.51245 1.95304  -0.041
C38 -5.76799 -3.17424 0.46834  -0.013
C39 -4.45490 -3.57482 0.24179  -0.333
C40 -4.07105 -3.88597 -1.17872  -0.076
C41 -0.68232 -6.01231 3.42311  -0.322
C42 0.35444 -4.95788 3.70980  -0.096
C43 -0.76891 -7.08864 4.29565  -0.014
H7 -2.45805 -10.01865 4.73876  0.080
H8 -2.18057 -8.89107 6.06536  0.088
H9 -0.81320 -9.67149 5.27896  0.086
H10 -3.29790 -8.80251 2.87904  0.123
H11 -3.82463 -7.98229 0.77875  0.086
H12 -3.04818 -6.55836 0.07534  0.048
H13 -4.36942 -6.36276 1.21912  0.087
H14 0.62056 -3.58032 -1.76925  0.094
H15 0.33118 -5.49716 -3.31461  0.113
H16 -1.10473 -5.25686 -5.31034  0.114
H17 -2.26044 -3.12307 -5.75763  0.113
H18 -2.00780 -1.22946 -4.19675  0.118
H19 -2.19318 -3.02824 3.67690  0.040
H20 -2.98501 -4.52065 4.14496  0.084
H21 -3.64349 -2.97915 4.69714  0.082
H22 -5.72231 -2.80556 3.81320  0.119
H23 -7.85395 -2.16481 2.97088  0.078
H24 -8.34117 -3.36483 1.77572  0.091
H25 -7.98283 -1.72193 1.26384  0.083
H26 -6.43853 -3.09060 -0.38145  0.129
H27 -4.52013 -4.83198 -1.49195  0.094
H28 -3.00060 -3.97486 -1.32463  0.006
H29 -4.44559 -3.11272 -1.85182  0.085
H30 0.70581 -4.46365 2.80607  0.010
H31 1.21237 -5.40161 4.21568  0.084
H32 -0.05495 -4.18454 4.36736  0.078
H33 -0.07446 -7.14617 5.12735  0.124
Te2 1.98089 2.12073 -0.56049  1.599
C44 3.93790 1.72447 0.11412  -0.480
C45 4.92030 2.15346 -0.77516  -0.134
C46 6.25974 2.01862 -0.43732  -0.049
C47 6.61428 1.45418 0.77783  -0.045
C48 5.63286 1.03288 1.66331  -0.054
C49 4.29181 1.16772 1.33777  -0.140
C50 1.68950 3.82342 0.63649  -0.492
C51 2.27789 3.96417 1.88893  -0.118
C52 2.01836 5.10567 2.63151  -0.053
C53 1.17448 6.08962 2.12989  -0.047
C54 0.60400 5.94936 0.87318  -0.053
C55 0.86858 4.81560 0.11689  -0.154
H34 4.65585 2.58628 -1.73297  0.098
H35 7.02246 2.35003 -1.12899  0.121
H36 7.65866 1.34510 1.03813  0.120
H37 5.91256 0.60499 2.61755  0.116
H38 3.54368 0.87081 2.05200  0.084
H39 2.94469 3.20590 2.27926  0.095
H40 2.48144 5.23297 3.60175  0.119
H41 0.98163 6.98076 2.71327  0.119
H42 -0.02722 6.73020 0.46865  0.119
H43 0.45422 4.72849 -0.88006  0.069



Entry 2:
C2H3N3O in the gas phase in a non-equilibrium geometry. Source: OMol25; level of theory: wB97M-V/def2-TZVPD.

E in a.u.: -317.44176
SMILES: Oc1cn[nH]n1
Energy relative to the best compared isomer or geometry (same formula, charge and spin) in kcal per mole: 56.83
Gap between HOMO and LUMO in Eh: 0.38060

Last column: Löwdin charge in e.
Positions of all 9 atoms, in Å:
O1 -2.06336 -0.39579 -0.03243  0.063
C1 -0.75367 -0.07649 -0.03606  -0.400
C2 -0.08339 1.18953 -0.07295  -0.082
N1 1.21418 0.92229 0.16716  0.025
N2 1.28914 -0.36504 0.23292  -0.095
N3 0.14202 -1.03196 0.15113  0.109
H1 -2.11005 -1.36710 0.04211  0.119
H2 0.18314 1.91140 -0.84646  0.110
H3 2.18199 -0.78685 0.39457  0.150



Entry 3:
C5H10O in the gas phase in a non-equilibrium geometry. Source: OMol25; level of theory: wB97M-V/def2-TZVPD.

E in a.u.: -271.66567
SMILES: CCC1(O)CC1
Energy relative to the best compared isomer or geometry (same formula, charge and spin) in kcal per mole: 54.56
Gap between HOMO and LUMO in Eh: 0.34785

Last column: Löwdin charge in e.
Positions of all 16 atoms, in Å:
C1 0.94523 -1.53244 0.33398  -0.100
C2 0.85879 -0.15721 0.93635  -0.218
C3 -0.00096 0.72699 0.12015  -0.449
O1 0.26884 2.01587 0.60481  0.020
C4 -0.56769 0.65670 -1.22572  -0.148
C5 -1.46501 -0.03818 -0.27956  -0.054
H1 1.15013 -1.36137 -0.74364  0.088
H2 0.06407 -2.16444 0.51754  0.077
H3 1.81395 -2.04049 0.73708  0.068
H4 0.42249 -0.11697 1.94441  0.129
H5 1.84056 0.31874 1.00476  0.117
H6 -0.20325 2.65394 0.06514  0.091
H7 -0.96932 1.60453 -1.55454  0.108
H8 -0.13408 0.10043 -2.03160  0.102
H9 -1.66394 -1.09988 -0.51031  0.094
H10 -2.35982 0.43376 0.08116  0.075